Formula: C26H38FeN6O2Si
Source: OMol25
Level of theory: ωB97M-V with the def2-TZVPD basis set

Element x y z (Å)
Fe: 3.695 -1.006 -1.615
N: 3.528 -3.532 1.521
C: 3.607 -2.985 0.320
N: 3.799 -1.677 0.166
C: 4.155 -0.877 1.240
N: 4.307 0.377 0.994
N: 4.153 0.527 -0.332
C: 4.007 1.763 -0.808
C: 3.491 1.846 -2.123
C: 3.087 3.025 -2.776
C: 2.561 2.965 -4.059
C: 2.435 1.697 -4.705
C: 2.836 0.577 -4.014
N: 3.300 0.639 -2.759
C: 4.116 -1.475 2.540
C: 4.400 -0.671 3.670
C: 4.300 -1.146 4.954
C: 3.811 -2.454 5.091
C: 3.481 -3.309 4.024
C: 3.625 -2.799 2.716
H: 3.192 -4.458 1.602
H: 3.477 -3.652 -0.531
H: 4.080 2.651 -0.125
H: 3.326 3.970 -2.296
H: 2.286 3.883 -4.567
H: 1.830 1.568 -5.606
H: 2.750 -0.407 -4.415
H: 4.698 0.329 3.453
H: 4.511 -0.590 5.849
H: 3.730 -2.954 6.065
H: 3.050 -4.278 4.273
O: -0.800 0.568 0.971
N: -0.068 2.183 1.459
O: 0.992 2.201 1.039
C: -3.686 0.833 2.508
C: -3.604 -0.196 1.387
C: -3.119 -1.511 2.026
C: -4.948 -0.338 0.623
Si: -2.224 0.345 0.131
C: -2.851 1.918 -0.846
C: -3.791 1.560 -1.999
C: -3.551 2.897 0.131
C: -1.575 2.514 -1.496
C: -1.565 -1.012 -1.147
C: -2.795 -1.773 -1.686
C: -0.631 -0.488 -2.244
C: -0.627 -2.008 -0.404
H: -3.839 0.326 3.453
H: -4.423 1.683 2.391
H: -2.723 1.323 2.646
H: -3.766 -1.772 2.850
H: -2.115 -1.320 2.484
H: -3.185 -2.403 1.380
H: -4.931 0.113 -0.353
H: -5.866 -0.019 1.183
H: -5.196 -1.419 0.413
H: -4.816 1.231 -1.720
H: -3.324 0.760 -2.602
H: -3.790 2.500 -2.617
H: -4.458 2.439 0.564
H: -3.803 3.843 -0.387
H: -2.930 3.210 0.983
H: -1.359 2.052 -2.491
H: -0.667 2.472 -0.880
H: -1.742 3.621 -1.662
H: -3.559 -1.129 -2.142
H: -3.427 -2.310 -0.877
H: -2.518 -2.507 -2.463
H: -1.156 0.264 -2.863
H: -0.274 -1.334 -2.930
H: 0.326 -0.062 -1.901
H: -1.137 -2.565 0.350
H: 0.183 -1.487 0.128
H: -0.289 -2.749 -1.135

## Properties
⟨S²⟩: 6.083
Multiplicity: 5
HOMO (alpha / beta) (eV): -5.11 / -6.19
Net charge: 0
HOMO-LUMO gap (alpha / beta) (eV): 4.0 / 5.1
E_LUMO (alpha / beta) (hartree): -0.0390 / -0.0390



Formula: C36H26Br2N6ORuTe
Source: OMol25
Level of theory: ωB97M-V with the def2-TZVPD basis set

Element x y z (Å)
Ru: 0.776 -0.516 -0.080
C: 2.603 -1.169 3.771
C: 1.558 -1.169 4.694
C: 0.295 -0.876 4.251
C: 0.048 -0.626 2.886
N: 1.071 -0.686 1.992
C: 2.312 -0.915 2.452
N: -1.234 -0.329 2.557
C: -1.732 -0.097 1.397
N: -1.064 -0.067 0.179
C: -2.001 0.130 -0.825
N: -1.789 0.149 -2.093
C: -0.620 -0.041 -2.754
C: -0.693 -0.018 -4.162
C: 0.431 -0.191 -4.927
C: 1.657 -0.343 -4.282
C: 1.679 -0.349 -2.909
N: 0.580 -0.240 -2.142
C: -3.316 0.256 -0.225
C: -4.579 0.384 -0.787
C: -5.663 0.362 0.072
C: -5.496 0.222 1.453
C: -4.239 0.100 2.017
C: -3.149 0.115 1.159
H: 3.623 -1.365 4.067
H: 1.746 -1.389 5.736
H: -0.556 -0.823 4.914
H: 3.107 -0.887 1.720
H: -1.671 0.139 -4.591
H: 0.374 -0.203 -6.007
H: 2.578 -0.458 -4.833
H: 2.620 -0.445 -2.384
H: -4.698 0.472 -1.858
H: -6.665 0.439 -0.330
H: -6.372 0.195 2.087
H: -4.098 -0.030 3.081
C: -1.896 -3.031 -0.014
C: -0.556 -3.657 -0.232
C: -0.431 -5.050 -0.402
C: 0.797 -5.615 -0.597
C: 1.947 -4.802 -0.635
C: 3.263 -5.277 -0.836
Br: 3.596 -7.125 -1.077
C: 4.324 -4.412 -0.866
C: 4.112 -3.043 -0.700
Br: 5.564 -1.835 -0.749
C: 2.844 -2.502 -0.503
O: 2.636 -1.231 -0.363
C: 1.747 -3.412 -0.466
N: 0.509 -2.879 -0.266
H: -2.685 -3.779 -0.002
H: -2.108 -2.313 -0.808
H: -1.909 -2.493 0.935
H: -1.321 -5.662 -0.374
H: 0.900 -6.683 -0.726
H: 5.330 -4.775 -1.020
C: -0.439 3.303 -0.148
Te: 1.434 2.268 0.124
C: 2.215 4.249 0.625
C: 1.082 5.214 0.439
C: 1.306 6.573 0.643
C: 0.278 7.482 0.475
C: -0.984 7.040 0.103
C: -1.215 5.690 -0.096
C: -0.186 4.767 0.068
H: -1.169 2.914 0.563
H: -0.809 3.095 -1.153
H: 3.053 4.462 -0.035
H: 2.586 4.240 1.649
H: 2.292 6.915 0.934
H: 0.459 8.537 0.632
H: -1.790 7.748 -0.031
H: -2.201 5.347 -0.384

## Properties
⟨S²⟩: 0.759
Multiplicity: 2
Energy relative to the best compared isomer or geometry (same formula, charge and spin) (eV): 1.639
HOMO (alpha / beta) (eV): -10.10 / -10.07
Net charge: +1
HOMO-LUMO gap (alpha / beta) (eV): 5.8 / 5.5
E_LUMO (alpha / beta) (hartree): -0.1580 / -0.1662



Formula: C38H54Br16F9NOPS2
Source: OMol25
Level of theory: ωB97M-V with the def2-TZVPD basis set

Element x y z (Å)
C: 3.536 1.646 5.105
O: 2.850 1.396 3.861
C: 2.440 2.631 3.238
P: 1.579 2.069 1.654
C: 1.279 3.478 0.487
C: 0.104 4.372 1.101
C: -1.068 4.671 0.087
S: -2.608 3.698 0.446
C: -2.052 1.988 0.178
S: -1.077 1.686 -1.144
N: -2.411 0.852 1.008
C: -3.202 -0.051 0.154
C: -4.174 0.439 -0.842
C: -4.949 -0.579 -1.724
C: -4.693 -2.012 -1.522
C: -3.719 -2.470 -0.510
C: -3.001 -1.497 0.329
C: -3.109 1.227 2.231
C: -4.481 0.779 2.564
C: -5.142 1.143 3.833
C: -4.486 2.012 4.828
C: -3.132 2.459 4.510
C: -2.462 2.064 3.270
C: 2.418 0.563 0.870
F: 1.754 0.333 -0.327
F: 2.152 -0.515 1.683
C: 3.942 0.764 0.527
F: 4.673 1.280 1.583
F: 3.973 1.769 -0.443
C: 4.668 -0.482 -0.116
F: 5.967 -0.059 -0.401
F: 4.133 -0.879 -1.307
C: 4.815 -1.744 0.825
F: 5.970 -2.424 0.565
F: 4.799 -1.457 2.159
F: 3.787 -2.639 0.605
H: 4.625 1.382 5.048
H: 3.444 2.710 5.448
H: 3.056 0.975 5.875
H: 3.378 3.213 2.997
H: 1.751 3.186 3.947
H: 0.293 1.603 2.091
H: 2.222 4.107 0.500
H: 1.124 3.179 -0.579
H: -0.329 3.875 2.013
H: 0.586 5.332 1.442
H: -0.688 4.514 -0.954
H: -1.338 5.765 0.157
H: -4.350 1.524 -1.034
H: -5.659 -0.184 -2.482
H: -5.209 -2.770 -2.152
H: -3.524 -3.566 -0.388
H: -2.283 -1.894 1.083
H: -5.064 0.119 1.886
H: -6.163 0.765 4.073
H: -4.961 2.307 5.789
H: -2.576 3.122 5.222
H: -1.424 2.463 3.126
Br: -3.065 -5.750 1.297
C: -1.606 -6.714 0.434
C: -0.986 -5.893 -0.667
Br: -2.112 -5.889 -2.256
H: -2.013 -7.660 0.088
H: -0.883 -6.903 1.225
H: -0.042 -6.332 -0.988
H: -0.824 -4.853 -0.390
Br: -6.698 4.083 -0.429
C: -8.097 2.753 -0.149
C: -7.611 1.631 0.731
Br: -6.440 0.407 -0.272
H: -8.419 2.419 -1.133
H: -8.912 3.295 0.331
H: -8.448 1.018 1.069
H: -7.044 1.974 1.596
Br: 0.363 3.627 5.672
C: 0.689 5.546 5.839
C: -0.550 6.345 5.525
Br: -0.874 6.438 3.608
H: 1.531 5.781 5.192
H: 0.982 5.693 6.878
H: -0.427 7.380 5.841
H: -1.451 5.936 5.976
Br: 7.844 4.704 -2.431
C: 7.819 2.871 -1.771
C: 9.075 2.545 -1.006
Br: 10.574 2.232 -2.210
H: 7.660 2.227 -2.633
H: 6.947 2.817 -1.118
H: 8.957 1.612 -0.454
H: 9.378 3.333 -0.321
Br: 0.194 -9.755 -0.308
C: 1.940 -8.906 -0.141
C: 2.449 -8.965 1.277
Br: 1.560 -7.652 2.411
H: 1.835 -7.889 -0.521
H: 2.594 -9.471 -0.806
H: 3.505 -8.700 1.316
H: 2.304 -9.936 1.746
Br: 2.485 -10.310 -4.254
C: 3.239 -8.598 -4.794
C: 3.450 -7.697 -3.605
Br: 1.767 -6.922 -3.001
H: 2.569 -8.176 -5.540
H: 4.192 -8.841 -5.263
H: 4.073 -6.845 -3.874
H: 3.889 -8.208 -2.751
Br: 5.057 2.708 -4.254
C: 5.415 2.514 -6.160
C: 6.812 2.963 -6.502
Br: 6.941 4.907 -6.538
H: 4.643 3.070 -6.686
H: 5.294 1.450 -6.364
H: 7.081 2.643 -7.509
H: 7.563 2.609 -5.799
Br: -6.940 1.905 -4.987
C: -8.738 1.280 -5.405
C: -9.559 1.106 -4.154
Br: -9.062 -0.523 -3.208
H: -8.631 0.363 -5.980
H: -9.168 2.054 -6.041
H: -10.613 0.981 -4.400
H: -9.448 1.928 -3.451

## Properties
HOMO (eV): -9.40
Net charge: +1
HOMO-LUMO gap (eV): 6.6
E_LUMO (hartree): -0.1047



Formula: C4H14N3
Source: OMol25
Level of theory: ωB97M-V with the def2-TZVPD basis set

Element x y z (Å)
C: 1.717 -1.177 0.868
C: 0.878 -0.917 -1.421
N: 1.625 -0.456 -0.394
N: -0.023 -1.848 -1.222
N: 1.129 -0.367 -2.618
H: 1.983 0.476 -0.286
H: -0.447 -2.029 -0.326
H: -0.303 -2.466 -1.972
H: 2.063 -0.164 -2.948
H: 0.451 -0.124 -3.327
H: 1.060 -0.771 1.663
H: 2.725 -1.085 1.297
H: 1.437 -2.233 0.882
C: -2.458 1.921 0.830
C: -1.168 1.454 1.470
H: -2.310 2.884 0.351
H: -2.952 1.152 0.304
H: -3.067 2.101 1.708
H: -0.509 2.166 2.001
H: -0.423 0.827 0.928
H: -1.407 0.655 2.214

## Properties
Energy relative to the best compared isomer or geometry (same formula, charge and spin) (eV): 0.927
HOMO (eV): -14.24
Net charge: +1
HOMO-LUMO gap (eV): 11.2
E_LUMO (hartree): -0.1119



Formula: C5H6O2
Source: OMol25
Level of theory: ωB97M-V with the def2-TZVPD basis set

Element x y z (Å)
O: 1.785 0.200 0.289
C: 1.042 -0.179 -0.851
C: 0.008 -1.249 -0.574
C: -0.885 -1.303 0.406
O: -1.128 -0.322 1.372
C: -1.035 0.927 1.007
C: -0.952 2.089 0.703
H: 1.285 0.888 0.749
H: 0.572 0.693 -1.325
H: 1.763 -0.585 -1.567
H: 0.010 -2.120 -1.225
H: -1.524 -2.156 0.598
H: -0.939 3.116 0.417

## Properties
Energy relative to the best compared isomer or geometry (same formula, charge and spin) (eV): 3.679
HOMO (eV): -9.45
Net charge: 0
HOMO-LUMO gap (eV): 10.3
E_LUMO (hartree): 0.0323



F_max for every record listed, in sequence, given in eV/A: 5.057; 1.759; 4.991; 3.084; 0.508.
DFT total energy for every record listed, in sequence, given in eV: -82873.486; -198699.002; -1219903.819; -8839.096; -9373.416.